Computed, not measured: a cluster of 5 separate species, C41H66BClNO23PS in total in a non-equilibrium geometry, with wB97M-V/def2-TZVPD.

- HOMO (eV) = -9.4
- DFT total energy (a.u.) = -4611.7965
- spin multiplicity = 1
- orbital gap (eV) = 8.00
- SMILES = [H]/N=C/Cc1c(CCCS(=O)(=O)O)c(B(C)O)c2c(c1OC[C@@H](C)CC(C)C)C(=O)C(P(=O)(O)O)=C(CC(=O)Cl)C2=O.CCOC(=O)OC.CCOC(=O)OC.CCOC(=O)OC.CCOC(=O)OC
- LUMO level (hartree) = -0.0526
- largest force on an atom (hartree/bohr) = 0.0811

CARTESIAN COORDINATES (ANGSTROEM)
H  9.043  7.341  -0.131
H  3.983  -0.808  0.953
O  -7.666  0.145  7.504
C  -5.230  -2.439  0.241
H  -4.252  -1.283  1.816
H  8.247  1.550  0.108
O  -2.697  0.441  0.162
H  4.096  -3.615  -5.613
H  -5.603  -3.061  1.100
O  7.499  3.907  -0.850
O  4.411  -2.946  -2.739
O  -3.717  0.859  -2.409
H  0.370  -3.125  0.528
H  8.656  3.215  -2.444
O  -5.615  -0.286  6.646
H  0.450  -2.251  2.501
O  5.709  -4.359  -6.714
H  -6.352  0.042  0.867
H  8.642  -1.666  -6.370
H  -1.212  -6.375  3.083
H  4.151  3.388  -1.588
H  -5.426  -1.813  5.296
C  -5.275  0.195  0.596
H  -4.896  0.988  1.298
C  -1.960  -5.986  3.772
H  -3.324  -2.103  6.237
C  3.091  -0.738  0.265
H  3.193  1.444  0.316
C  8.055  2.830  -1.617
C  3.104  3.467  -1.991
C  2.406  0.658  0.503
C  -0.166  1.730  -2.337
C  7.822  -2.095  -8.325
C  -2.387  -2.398  6.713
O  6.065  -2.162  -6.298
H  9.198  6.488  1.438
H  -0.341  4.595  -5.102
O  6.234  -1.911  -1.406
C  3.625  -0.967  -1.191
H  9.193  1.025  -1.302
C  -6.620  2.175  8.913
H  -1.679  -3.436  8.465
C  -1.424  4.540  -4.808
H  9.585  -1.011  -7.717
C  -6.400  -2.201  -0.779
H  0.340  0.428  2.484
H  -5.914  1.146  10.671
H  -6.049  3.088  9.089
H  -6.625  -4.421  -1.125
C  1.100  0.903  -0.306
C  -2.765  2.884  -3.364
O  0.474  2.216  -4.646
H  -3.143  -2.463  8.731
O  -1.356  5.644  -2.690
H  2.468  3.957  -1.215
C  -0.283  -0.128  1.745
C  -7.250  -3.555  -0.791
B  2.489  2.011  -2.321
C  -6.860  1.465  10.230
C  6.267  -3.166  -6.935
H  -5.231  0.659  -0.426
H  9.625  -2.748  -7.341
H  7.845  7.594  1.145
P  -4.362  3.798  -3.563
O  -3.440  -4.418  5.300
H  5.441  -4.313  -4.658
C  -2.770  1.586  -2.467
H  7.212  2.292  -2.053
H  -3.231  -4.012  7.880
C  8.348  4.891  -0.536
O  7.687  5.789  0.204
N  0.074  -2.139  0.435
C  0.114  -1.647  1.619
H  -5.373  4.433  -1.784
O  7.104  -3.284  -7.973
H  -1.817  -1.487  6.895
C  4.851  -4.400  -5.570
H  2.816  -1.002  -1.967
H  -2.846  -5.706  3.201
C  8.988  -1.863  -7.386
O  -1.600  -3.203  5.823
C  8.853  1.892  -0.734
C  -6.492  0.390  7.399
C  -4.464  -1.146  0.715
C  -1.460  0.732  -0.371
Cl  -2.328  7.342  -4.384
C  -1.435  1.336  -1.696
C  8.502  6.859  0.684
C  -1.644  5.773  -3.835
H  -7.378  2.121  10.931
H  -1.358  -0.043  2.070
H  3.187  4.092  -2.923
C  -6.175  -1.422  5.984
H  -7.573  -3.748  0.272
H  -2.081  4.574  -5.704
H  -7.465  0.568  10.088
H  6.360  -1.439  -2.253
O  -4.650  4.837  -2.302
H  4.255  -0.070  -1.450
C  -0.300  2.372  -3.734
H  -2.316  -1.528  0.673
C  -1.584  3.254  -3.937
H  8.194  -2.248  -9.339
H  7.149  -1.235  -8.353
H  -7.125  -1.405  -0.493
H  -7.061  -1.150  5.410
H  -6.415  -2.196  6.714
O  4.428  -3.480  -0.413
H  9.727  2.393  -0.315
H  -7.557  2.467  8.435
O  -1.392  -4.857  4.437
H  -6.066  -0.983  -2.672
S  4.682  -2.439  -1.389
H  2.597  0.750  -3.796
O  3.224  1.212  -3.209
C  -3.046  -0.957  0.033
H  -4.331  3.961  -5.694
C  1.090  1.535  -1.646
H  -4.474  -3.093  -0.286
O  -4.460  4.642  -5.002
O  -5.520  2.852  -3.571
O  9.509  4.954  -0.849
O  -5.831  1.369  8.027
C  -5.897  -2.020  -2.285
C  -0.180  0.521  0.313
H  2.451  -1.615  0.522
H  -8.187  -3.431  -1.394
C  -2.264  -4.177  5.194
H  4.345  -5.365  -5.568
H  -2.983  -1.355  -1.008
H  2.162  0.744  1.596
H  -6.483  -2.732  -2.932
H  -2.203  -6.763  4.499
H  -4.826  -2.344  -2.407
C  -2.626  -3.115  8.026

=====

Computed, not measured: a structure of composition C14H24AlF12N8O12PS4 in a non-equilibrium geometry, with wB97M-V/def2-TZVPD.

- HOMO (eV) = -9.4
- DFT total energy (a.u.) = -5263.2507
- spin multiplicity = 1
- orbital gap (eV) = 2.88
- LUMO level (hartree) = -0.2386
- largest force on an atom (hartree/bohr) = 0.0643

CARTESIAN COORDINATES (ANGSTROEM)
H  2.757  1.360  -4.246
H  5.154  -0.034  -2.383
C  -6.043  1.234  0.652
H  3.119  4.588  0.033
C  2.489  1.853  -3.306
F  1.710  -4.455  -0.925
S  0.307  -4.130  1.269
C  2.940  3.907  -0.806
C  -2.814  3.111  -2.150
H  5.249  2.506  0.796
F  2.103  -2.581  0.049
H  3.253  2.622  -3.208
C  -3.183  -2.051  -1.601
F  -2.345  -1.032  -1.477
O  3.131  0.091  0.187
O  -5.343  -0.544  -1.797
O  -1.049  -3.641  1.165
N  1.178  -3.458  2.426
H  2.129  4.277  -1.438
F  -3.259  -2.321  -2.911
N  -4.716  -1.384  0.510
N  -3.405  0.863  2.969
S  0.449  -3.787  3.897
N  2.603  2.617  -0.191
P  3.288  1.202  -0.779
F  -7.123  1.731  0.099
O  0.168  -1.181  1.099
H  1.218  1.762  1.139
H  5.200  1.527  -3.158
F  -4.943  1.499  -0.034
S  -6.248  -0.636  0.945
C  -2.202  1.788  -2.005
H  -1.129  2.841  1.880
H  1.988  -1.100  -1.778
H  1.495  2.302  -3.369
O  -1.323  0.143  0.308
H  -1.656  1.561  -2.920
O  -7.318  -1.052  0.107
H  6.258  1.155  0.402
O  0.455  -5.547  1.173
N  -3.274  4.146  -2.289
C  5.762  2.024  -0.040
O  1.094  -3.014  4.913
H  6.456  2.774  -0.421
F  -5.890  1.775  1.856
C  -1.962  2.994  2.561
H  -1.497  1.789  -1.181
H  -2.615  3.748  2.124
O  -6.406  -0.825  2.336
F  1.460  -5.608  5.520
H  0.551  2.233  -0.425
C  1.142  -3.449  -0.282
C  1.661  -0.236  -2.354
F  1.849  -6.036  3.461
C  5.491  0.995  -2.244
H  6.576  1.050  -2.235
N  4.844  1.645  -1.092
O  -1.877  -1.795  0.961
H  0.670  -0.017  -1.934
Al  2.483  -1.134  2.982
O  -5.545  -2.942  -1.448
H  1.021  3.490  0.806
F  -0.142  -6.325  4.259
H  -3.013  1.083  -1.867
H  3.869  3.876  -1.362
H  -1.525  3.339  3.497
F  -2.739  -3.131  -0.988
S  -4.931  -1.715  -1.075
C  0.942  -5.569  4.303
N  -0.992  -0.937  0.769
C  -2.750  1.795  2.808
C  1.260  2.525  0.361
N  2.567  0.892  -2.232
O  -0.952  -3.695  3.797
H  1.597  -0.520  -3.404
F  0.270  -2.834  -1.067

=====

Computed, not measured: a cluster of 2 separate species, C2H8N3O in total in a non-equilibrium geometry, with wB97M-V/def2-TZVPD.

- HOMO (eV) = -14.3
- DFT total energy (a.u.) = -320.2994
- spin multiplicity = 1
- orbital gap (eV) = 10.49
- LUMO level (hartree) = -0.1388
- largest force on an atom (hartree/bohr) = 0.0272
- charge = +1

CARTESIAN COORDINATES (ANGSTROEM)
C  -1.506  0.042  -1.385
H  1.531  2.143  1.046
H  0.026  -0.758  2.087
H  -1.028  -0.892  -3.138
H  1.393  -1.811  1.763
C  1.693  0.220  1.621
H  2.759  0.257  1.831
N  -1.757  -0.710  -2.460
H  0.318  1.032  0.406
N  1.099  1.232  1.053
H  -2.700  -0.740  -2.810
H  -2.393  0.275  -0.784
N  1.008  -0.887  1.895
O  -0.443  0.599  -1.127

=====

Computed, not measured: a structure of composition CH3NO3S2 in a non-equilibrium geometry, with wB97M-V/def2-TZVPD.

- HOMO (eV) = -11.3
- DFT total energy (a.u.) = -1116.6767
- spin multiplicity = 1
- orbital gap (eV) = 10.27
- LUMO level (hartree) = -0.0382
- largest force on an atom (hartree/bohr) = 0.0537

CARTESIAN COORDINATES (ANGSTROEM)
O  3.120  -1.512  -0.001
S  2.282  -0.389  0.211
O  0.483  1.376  0.913
N  0.984  -0.632  -0.518
O  -0.133  1.615  -1.400
H  -1.058  -1.166  0.158
H  -2.227  -0.020  -0.602
C  -1.499  -0.143  0.235
S  -0.064  0.787  -0.244
H  -1.889  0.085  1.247